(1)
Below is the ion C5H10N3S with charge +1, with properties calculated with ωB97M-V/def2-TZVPD.

Geometry as ORCA input:
```
! RIJCOSX wB97M-V def2-TZVPD def2/J DEFGRID3
* xyz 1 1
C -1.99083 -2.45229 -0.28599
C -0.86775 -0.49244 -0.03679
C 1.10478 0.10916 1.28719
C -0.47924 1.91329 0.25533
C 0.15822 0.52425 0.09580
N -2.36930 -0.32341 0.86688
N -0.93576 -1.65559 -0.61056
N 0.17001 -2.24481 -1.17136
S -3.19413 -1.66704 0.64872
H -2.01635 -3.50740 -0.39494
H 1.66932 -0.75365 1.14965
H 0.60529 0.09062 2.17324
H 1.92020 0.95670 1.24297
H -1.09554 2.18681 -0.54259
H 0.34191 2.52456 0.59367
H -1.08433 1.89347 1.07169
H 0.96373 0.55348 -0.73279
H 1.00770 -1.86186 -0.86908
H 0.27385 -2.15803 -2.27158
*
```

Output
Energy above the lowest of the compared OMol25 structures with the same formula, charge and spin   102.2 kcal per mole
Highest occupied orbital energy   -0.505 Eh
Orbital gap   8.8 eV
Molecular weight   144.2 u

(2)
Below is a structure of composition C29H26BF2GdGeN7O4, with properties calculated with ωB97M-V/def2-TZVPD.

Geometry as ORCA input:
```
! RIJCOSX wB97M-V def2-TZVPD def2/J DEFGRID3
* xyz 1 8
Gd 11.00814 10.34262 12.24256
C 12.55747 13.48750 15.06159
C 11.92271 12.26988 14.79875
N 11.66334 12.12018 13.47958
N 12.16590 13.31870 12.84878
C 12.75001 14.03640 13.78352
B 12.06818 13.55573 11.34792
N 12.81506 12.41947 10.63882
C 14.03013 12.53688 10.06446
C 14.36235 11.30972 9.43963
C 13.25997 10.49398 9.72632
N 12.34426 11.12658 10.48428
N 10.59801 13.46602 10.89420
C 9.87927 14.21682 10.03201
C 8.72399 13.45087 9.57120
C 8.82694 12.22531 10.27647
N 9.86763 12.20696 11.08759
H 12.76062 13.85595 16.05433
H 11.51653 11.51026 15.44997
H 13.22319 14.97010 13.53883
H 12.51594 14.62052 11.06865
H 14.61200 13.42861 10.28809
H 15.24497 11.02036 8.84914
H 13.08553 9.48098 9.37217
H 10.19107 15.22284 9.88420
H 7.93566 13.67472 8.83872
H 8.18477 11.37220 10.23682
O 10.58380 8.54991 10.84863
C 9.31307 8.57836 11.08032
O 8.79237 9.47849 11.93168
C 8.48638 7.82929 10.17575
C 9.00176 7.40503 8.93737
C 8.29761 6.55051 8.11042
C 7.04040 6.12883 8.53621
C 6.41738 6.62607 9.68946
C 7.11539 7.55131 10.47285
N 6.32469 5.03786 8.03645
O 5.24052 4.77035 8.55447
O 6.79280 4.50821 6.98734
H 10.03790 7.72216 8.69653
H 8.82203 6.01096 7.30931
H 5.42111 6.33326 9.97832
H 6.71659 8.08263 11.36070
Ge 12.94732 7.73474 15.64140
C 11.77207 8.29324 17.04499
C 10.70258 7.47855 17.47668
C 9.85701 7.88411 18.45959
C 9.89598 9.18894 18.98642
C 11.01483 9.99706 18.62957
C 11.91418 9.57328 17.64890
C 14.57002 8.77956 15.82083
C 15.17685 9.04271 17.08378
C 16.30252 9.83095 17.22018
C 16.82752 10.45336 16.07619
C 16.39142 10.05403 14.79116
C 15.22960 9.32195 14.71115
H 13.10610 6.19229 15.65450
H 10.67745 6.38622 17.21290
H 9.15042 7.16226 18.87064
H 9.19673 9.57406 19.71669
H 11.14364 11.01969 19.02483
H 12.85106 10.16808 17.44489
H 14.65351 8.81468 18.04486
H 16.75950 9.98925 18.20751
H 17.58152 11.15440 16.24442
H 16.87346 10.44155 13.89382
H 14.89949 9.10882 13.72101
F 12.72292 8.78393 12.87933
C 12.00289 7.92988 13.91533
F 10.72508 8.76660 13.95665
H 11.76581 7.14658 13.26276
*
```

Output
Energy above the lowest of the compared OMol25 structures with the same formula, charge and spin   152.8 kcal per mole
Highest occupied orbital energy (spin up / spin down)   -0.292 / -0.421 Eh
Orbital gap (spin up / spin down)   4.6 / 5.9 eV
<S²>   16.1249
Molecular weight   815.2 u

(3)
Below is a structure of composition C38H31N4OP2RuSTe, with properties calculated with ωB97M-V/def2-TZVPD.

Geometry as ORCA input:
```
! RIJCOSX wB97M-V def2-TZVPD def2/J DEFGRID3
* xyz 1 5
Ru -0.35994 1.05108 0.21990
N 3.93192 0.81952 0.88887
C 2.60846 0.69495 1.03839
S 1.68028 2.18641 1.11070
N 2.07050 -0.48113 1.16516
N 0.74425 -0.49509 1.31408
C 0.16824 -1.38739 2.05502
C -1.19666 -1.33200 2.47199
C -1.75823 -2.42820 3.14459
C -2.99299 -2.35305 3.74201
C -3.71240 -1.15380 3.71372
C -3.20248 -0.05960 3.06896
C -1.94918 -0.10855 2.40751
O -1.51910 0.95139 1.82805
H 4.34558 1.73247 0.97060
H 4.51511 0.00585 0.99733
H 0.78894 -2.17889 2.47694
H -1.18710 -3.34297 3.19143
H -3.40000 -3.21343 4.24788
H -4.67647 -1.09105 4.19803
H -3.73396 0.88023 3.04771
Te -1.06529 4.12262 -1.90110
C -2.73747 4.52218 -3.20444
C -2.75473 3.93767 -4.46637
C -3.79650 4.25548 -5.32527
N -4.76714 5.08360 -4.99635
C -4.74753 5.65085 -3.80669
C -3.75366 5.40429 -2.86848
C -1.15484 2.04456 -2.42762
P -2.20239 1.21714 -1.19777
C -3.71116 2.15543 -0.84435
C -4.76051 2.34843 -1.73694
C -5.87949 3.05031 -1.32432
C -5.95574 3.56007 -0.03740
C -4.89778 3.39588 0.84251
C -3.77522 2.69738 0.44088
C -2.58330 -0.41842 -1.89642
C -3.40186 -0.62579 -3.00200
C -3.57451 -1.90622 -3.49408
C -2.93268 -2.98031 -2.89790
C -2.11236 -2.77999 -1.79692
C -1.94068 -1.50281 -1.29927
P 0.44135 1.28143 -1.98698
C 0.46427 -0.23757 -2.98190
C -0.27240 -0.37123 -4.15432
C -0.24778 -1.56599 -4.84798
C 0.49008 -2.63553 -4.36824
C 1.21148 -2.51146 -3.19141
C 1.20520 -1.31405 -2.49897
C 1.56050 2.48778 -2.77088
C 2.26075 3.41937 -2.00885
C 2.83988 4.51918 -2.62127
C 2.71911 4.69632 -3.98820
C 2.04919 3.75125 -4.75163
C 1.47273 2.64574 -4.15207
H -1.96734 3.26227 -4.77201
H -3.85089 3.83139 -6.32043
H -5.56306 6.32860 -3.59202
H -3.77552 5.88815 -1.90402
H -4.70619 1.96747 -2.74515
H -6.69851 3.19923 -2.01176
H -6.83766 4.09509 0.27974
H -4.95038 3.80961 1.83883
H -2.94344 2.55607 1.12465
H -3.88641 0.20761 -3.48665
H -4.21217 -2.06686 -4.35043
H -3.06643 -3.97662 -3.29030
H -1.60995 -3.61740 -1.33465
H -1.28918 -1.33007 -0.43586
H -0.87959 0.45404 -4.50057
H -0.81805 -1.66787 -5.75791
H 0.49125 -3.57132 -4.90638
H 1.76689 -3.35502 -2.81133
H 1.76827 -1.20233 -1.57678
H 2.33839 3.29739 -0.93696
H 3.36615 5.24762 -2.02273
H 3.14422 5.56957 -4.46003
H 1.96162 3.88395 -5.81836
H 0.94609 1.91508 -4.74898
*
```

Output
Energy above the lowest of the compared OMol25 structures with the same formula, charge and spin   39.1 kcal per mole
Highest occupied orbital energy (spin up / spin down)   -0.381 / -0.386 Eh
Orbital gap (spin up / spin down)   7.7 / 5.5 eV
<S²>   6.0359
Molecular weight   882.4 u